Density functional theory data (ωB97M-V/def2-TZVPD) for a cluster of 5 separate species, C24H34O6S2 in total at a distorted geometry.

Atoms and positions in Å:
C1 -1.021 6.646 -0.250
C2 -0.813 7.421 1.057
O1 -1.436 6.910 2.257
S1 -1.235 7.816 3.673
C3 -1.902 6.685 4.953
O2 0.179 7.922 3.856
O3 -2.079 8.958 3.549
H1 -0.803 7.267 -1.119
H2 -2.097 6.470 -0.263
H3 -0.585 5.651 -0.327
H4 0.257 7.629 1.063
H5 -1.163 8.446 0.934
H6 -1.744 5.646 4.665
H7 -2.975 6.880 4.944
H8 -1.532 6.988 5.933
C4 -6.313 -6.602 0.837
C5 -4.815 -6.234 1.257
O4 -4.216 -5.563 0.183
S2 -2.561 -5.151 0.355
C6 -2.478 -3.942 -0.995
O5 -2.311 -4.362 1.586
O6 -1.810 -6.373 -0.040
H9 -6.262 -7.259 -0.031
H10 -7.036 -5.807 0.655
H11 -6.869 -7.343 1.412
H12 -4.925 -5.390 1.938
H13 -4.238 -7.087 1.614
H14 -1.500 -3.463 -1.039
H15 -3.305 -3.292 -0.708
H16 -2.598 -4.306 -2.015
C7 2.304 -4.165 -4.825
C8 1.884 -2.887 -5.165
C9 2.704 -1.864 -4.677
C10 3.656 -2.033 -3.737
C11 4.011 -3.319 -3.348
C12 3.357 -4.370 -3.941
H17 1.929 -5.116 -5.172
H18 1.083 -2.709 -5.868
H19 2.425 -0.867 -4.985
H20 4.159 -1.122 -3.446
H21 4.728 -3.524 -2.567
H22 3.683 -5.342 -3.600
C13 0.381 -0.134 -2.133
C14 0.024 0.033 -0.773
C15 -0.149 1.341 -0.244
C16 -0.002 2.475 -1.037
C17 0.455 2.360 -2.364
C18 0.615 1.083 -2.853
H23 0.567 -1.104 -2.570
H24 -0.182 -0.894 -0.258
H25 -0.375 1.520 0.797
H26 -0.132 3.433 -0.556
H27 0.901 3.209 -2.860
H28 1.106 1.093 -3.815
C19 3.843 0.135 3.807
C20 4.773 -0.294 2.817
C21 4.367 -0.679 1.520
C22 3.010 -0.489 1.227
C23 2.140 -0.031 2.146
C24 2.507 0.343 3.443
H29 4.101 0.403 4.821
H30 5.754 -0.623 3.125
H31 5.036 -1.161 0.822
H32 2.646 -0.709 0.234
H33 1.079 0.059 1.970
H34 1.798 0.784 4.128

HOMO energy: -9.23 eV
Structure (SMILES): CCOS(C)(=O)=O.CCOS(C)(=O)=O.c1ccccc1.c1ccccc1.c1ccccc1
Strongest force on any atom: 3.5 eV/A